Entry 1:
Computed, not measured: a structure of composition C19H30HgN2O8Si, with the ωB97M-V functional and the def2-TZVPD basis.

Its expectation value of S² is 0.758. Its strongest force on any atom is 0.82 eV/Å. The orbital gap (alpha / beta) comes out at 7.11 / 6.54 eV.

Structure (ORCA input):
```
! wB97M-V def2-TZVPD RIJCOSX def2/J DEFGRID3
* xyz -1 2
Hg 0.01758 0.28742 0.18671
O -0.85274 -3.85967 -1.62622
C -0.24087 -2.78751 -1.61854
O -0.60109 -1.69619 -1.09832
C 1.09553 -2.78500 -2.36736
C 1.48578 -3.95650 -3.00966
C 2.66717 -3.97895 -3.72494
C 3.49905 -2.87928 -3.82192
C 3.07646 -1.73166 -3.18781
C 1.89789 -1.66109 -2.47100
N 3.92119 -0.52179 -3.32320
O 5.06580 -0.67499 -3.70311
O 3.40932 0.54639 -3.07066
N 3.05770 -5.21256 -4.44282
O 3.99186 -5.14023 -5.21871
O 2.42448 -6.22182 -4.21937
H 0.84964 -4.82626 -2.94158
H 4.42530 -2.90875 -4.37287
H 1.61221 -0.73257 -1.99659
O 2.19844 0.05593 0.64530
O 2.58848 1.16568 0.05521
C -0.21891 3.51528 1.62338
C -0.50622 3.78042 0.13652
C -1.46756 4.97625 0.02284
C 0.83812 4.18478 -0.48560
Si -1.22689 2.21300 -0.72042
C -0.98852 2.21082 -2.61794
C -1.77010 1.05656 -3.26386
C 0.48692 1.98149 -2.98424
C -1.45763 3.53286 -3.25116
C -3.06121 1.85785 -0.20793
C -4.06077 2.77198 -0.94260
C -3.45891 0.40023 -0.49911
C -3.24997 2.07023 1.29914
H 0.13676 4.44369 2.08762
H 0.56853 2.76726 1.73660
H -1.09123 3.18154 2.18010
H -0.98424 5.86752 0.44165
H -2.39301 4.81672 0.57788
H -1.72862 5.20091 -1.01312
H 1.26445 5.00699 0.10276
H 0.72926 4.54206 -1.51075
H 1.55111 3.35888 -0.47137
H -1.54420 0.09637 -2.79194
H -1.48330 0.98827 -4.32042
H -2.84815 1.21693 -3.23172
H 0.78112 0.95511 -2.76946
H 1.18476 2.62634 -2.45876
H 0.62043 2.14206 -4.06065
H -2.47018 3.80945 -2.95247
H -1.45330 3.42518 -4.34233
H -0.79365 4.36157 -3.00076
H -4.08491 2.56606 -2.01329
H -3.84080 3.83188 -0.80382
H -5.07109 2.59208 -0.55394
H -3.52672 0.18712 -1.56210
H -4.44651 0.20952 -0.06043
H -2.76014 -0.32321 -0.07678
H -3.12338 3.11231 1.59255
H -2.55753 1.45909 1.88360
H -4.26908 1.77441 1.57529
*
```


Entry 2:
Computed, not measured: a structure of composition C19H30I2N4S2, with the ωB97M-V functional and the def2-TZVPD basis.

Its strongest force on any atom is 0.78 eV/Å. The orbital gap comes out at 8.08 eV.

Structure (ORCA input):
```
! wB97M-V def2-TZVPD RIJCOSX def2/J DEFGRID3
* xyz 0 1
C 2.78293 -1.26469 2.71610
C 3.39578 -2.06217 1.55182
C 3.58444 -1.21714 0.27276
C 3.21022 -1.94903 -1.03489
N 1.90843 -1.51882 -1.59335
C 0.81890 -2.46544 -1.31833
C -0.54591 -1.81814 -1.53617
C -1.00040 -0.96298 -0.33916
C -2.53679 -0.95132 -0.23958
C -3.13002 0.22738 0.59790
C -2.23542 0.36982 1.76177
N -1.53806 0.51657 2.65486
C -4.56753 -0.06393 1.10257
I -5.66711 -1.54757 0.08583
C -5.13601 0.62239 2.09640
C -4.48677 1.74853 2.86205
I -7.06955 0.25127 2.81043
C -3.10990 1.58547 -0.22826
N -4.43992 1.95754 -0.71402
C -2.14569 1.53951 -1.35088
N -1.40012 1.50834 -2.21633
C 2.01552 -1.11252 -2.93622
S 1.60025 -2.00304 -4.23554
S 2.72795 0.47596 -3.19610
C 2.28563 1.43522 -1.71835
C 3.48142 2.12946 -1.07197
C 3.04165 3.18449 -0.03862
H 2.38130 -1.94233 3.47356
H 3.52524 -0.61698 3.18918
H 1.95520 -0.64289 2.36018
H 2.72815 -2.89932 1.32598
H 4.35933 -2.46138 1.87799
H 4.61299 -0.85641 0.19539
H 2.92225 -0.35020 0.34417
H 3.15792 -3.02814 -0.84938
H 3.98801 -1.80092 -1.78623
H 0.93706 -3.39868 -1.88365
H 0.91556 -2.72275 -0.25734
H -0.53201 -1.20821 -2.44282
H -1.27804 -2.61570 -1.71460
H -0.61016 0.05053 -0.44029
H -0.59286 -1.40529 0.57458
H -2.98841 -0.94262 -1.23348
H -2.82395 -1.86879 0.27719
H -3.74977 2.29172 2.27413
H -3.97132 1.34728 3.74160
H -5.24099 2.44776 3.22092
H -2.76428 2.38818 0.42757
H -4.40632 2.90407 -1.07864
H -4.71525 1.35766 -1.48653
H 1.57384 2.19371 -2.05881
H 1.75423 0.77614 -1.02923
H 4.06761 2.61516 -1.85886
H 4.13276 1.40051 -0.58516
H 2.04687 3.57808 -0.26156
H 3.03294 2.76813 0.97168
H 3.73815 4.02656 -0.03222
*
```


Entry 3:
Computed, not measured: an isolated molecule of C19H30N2, with the ωB97M-V functional and the def2-TZVPD basis.

Its energy above the lowest of the compared OMol25 structures with the same formula, charge and spin is 9.73 kJ/mol. Its SMILES is [H]/N=c1/c2c(n(CCCCCCC)c3c1CCC3)CCCC2. Its strongest force on any atom is 0.60 eV/Å. The orbital gap comes out at 8.05 eV.

Structure (ORCA input):
```
! wB97M-V def2-TZVPD RIJCOSX def2/J DEFGRID3
* xyz 0 1
H -1.27817 -3.03103 2.69929
N -1.86895 -2.70969 1.93539
C -1.21647 -2.09758 1.01391
C -1.92702 -1.60188 -0.15642
C -1.32544 -0.83842 -1.09950
N 0.02632 -0.51985 -1.02209
C 0.61565 0.51431 -1.84620
C 0.22525 1.92762 -1.38108
C 0.81185 2.31620 -0.02288
C 2.28015 2.73050 -0.10642
C 2.93190 2.91543 1.26529
C 2.31290 4.01479 2.12983
C 2.42584 5.40320 1.51161
C 0.75706 -1.10583 -0.02706
C 0.20272 -1.85955 0.94856
C 1.24823 -2.38171 1.89361
C 2.55655 -2.15986 1.12081
C 2.25509 -1.04059 0.10972
C -2.06430 -0.39082 -2.33698
C -3.57863 -0.51928 -2.19870
C -3.93602 -1.88858 -1.64300
C -3.37326 -1.99905 -0.23520
H 0.31249 0.37283 -2.88698
H 1.69905 0.40909 -1.80554
H -0.86183 1.99053 -1.31413
H 0.55624 2.64214 -2.13818
H 0.69416 1.48250 0.67247
H 0.23192 3.15179 0.37183
H 2.84672 1.97048 -0.65018
H 2.36003 3.65615 -0.67905
H 3.99120 3.14188 1.11782
H 2.87122 1.97225 1.81551
H 1.26407 3.78514 2.32387
H 2.82825 4.01570 3.09343
H 3.46165 5.62708 1.26488
H 2.07028 6.15616 2.21128
H 1.83103 5.47942 0.60503
H 1.23380 -1.80997 2.82742
H 1.09259 -3.43222 2.14444
H 2.81769 -3.07269 0.58375
H 3.38758 -1.90484 1.77679
H 2.57225 -0.07192 0.50169
H 2.77095 -1.21141 -0.83717
H -1.83135 0.64375 -2.58793
H -1.72652 -1.01483 -3.17336
H -3.94862 0.25024 -1.51785
H -4.04288 -0.35805 -3.17419
H -5.01840 -2.02611 -1.62745
H -3.50507 -2.66443 -2.27943
H -3.45781 -3.01417 0.15479
H -3.93999 -1.36018 0.44828
*
```


Entry 4:
Computed, not measured: a structure of composition C19H30N2S2, with the ωB97M-V functional and the def2-TZVPD basis.

Its energy above the lowest of the compared OMol25 structures with the same formula, charge and spin is 1790.85 kJ/mol. Its strongest force on any atom is 19.60 eV/Å. The orbital gap comes out at 8.72 eV.

Structure (ORCA input):
```
! wB97M-V def2-TZVPD RIJCOSX def2/J DEFGRID3
* xyz 0 1
C -1.24419 6.60895 1.47460
C -0.53241 5.42333 0.81677
C -0.59465 5.17435 -0.64803
C 0.11601 4.28594 -1.14902
C 0.77637 3.53530 -0.25838
C 1.10573 3.83240 1.09426
C 0.45360 4.88308 1.73243
H 0.29657 4.99048 2.56685
C 1.91386 2.97612 1.77524
H 1.79986 3.07226 2.93473
H 1.91562 1.90498 1.44732
H 2.97632 3.24597 1.47714
N 1.58078 2.49767 -0.81526
C 1.32886 1.33628 -1.58326
N -0.19940 1.25077 -1.61556
H -0.51213 1.96125 -0.98429
C -0.73284 -0.00426 -1.82027
C -1.14912 -0.77079 -0.72438
C -0.08316 -1.35747 -0.02732
H 0.54748 -0.35975 0.54761
H 0.61860 -1.73841 -0.50926
S -0.42105 -2.21465 1.40817
C 0.04926 -3.97849 0.78968
C -0.66431 -4.40394 -0.31081
C -0.57226 -5.86572 -0.96293
C -0.54193 -6.91537 0.42629
C 0.21785 -6.33250 1.81058
C -0.15193 -4.99023 1.88879
H 0.52183 -4.50106 2.95441
H -1.16335 -5.00069 2.43062
H 0.15250 -7.04205 2.35889
H 1.21238 -6.27578 1.34663
H -1.55603 -6.94216 0.70284
H -0.25653 -7.78990 0.25574
H 0.62922 -5.78529 -0.98387
H -0.89955 -6.26236 -1.74506
H -0.88226 -3.79965 -1.21964
H -1.64860 -4.48037 0.02294
H 1.04317 -3.84257 0.56914
H -1.60236 -1.58550 -1.27324
H -1.79395 -0.30470 -0.07083
H 0.25234 -0.42805 -2.58012
H -1.56028 0.37505 -2.58775
S 2.31455 0.29763 -1.95229
H 2.70189 2.60606 -0.87928
C 0.03714 3.99605 -2.59157
H -0.76667 3.43828 -2.80643
H 0.96363 3.55562 -2.87836
H -0.12364 5.07340 -3.27197
H -1.15569 6.07926 -1.23560
H -2.01663 7.10676 0.66578
H -1.95496 6.23204 2.20402
H -0.74552 7.23243 1.78331
*
```